Entry 1:
Formula: C11H13N7O4Pt
Source: the Open Molecules 2025 dataset
Level of theory: ωB97M-V with the def2-TZVPD basis set

Geometry (Å):
Pt -0.36 -0.12 -0.33
N 2.18 -0.08 0.42
N 2.41 0.06 1.80
C 1.39 0.07 2.72
N 1.69 0.52 3.95
N 0.26 -0.43 2.30
N -0.84 -0.33 3.05
O -1.90 -0.48 2.43
O -0.85 -0.12 4.25
H 2.77 -0.82 0.07
H 2.37 0.79 -0.05
H 3.24 0.56 2.07
H 2.43 1.20 4.05
H 0.90 0.60 4.57
N -3.25 -0.38 0.26
C -2.06 -0.32 0.41
H -3.86 -0.47 1.07
O -0.13 2.43 2.30
C -0.09 2.78 1.13
N -0.07 1.97 0.02
C 0.12 2.75 -1.11
O 0.30 2.30 -2.23
C 0.13 4.19 -0.70
C 0.24 5.35 -1.44
C 0.20 6.55 -0.74
C 0.06 6.58 0.64
C -0.05 5.40 1.38
C -0.01 4.21 0.67
H 0.36 5.32 -2.52
H 0.29 7.49 -1.28
H 0.02 7.53 1.15
H -0.16 5.41 2.45
C -0.49 -2.05 -0.96
H 0.25 -2.68 -0.46
H -0.25 -2.03 -2.04
H -1.46 -2.53 -0.86

The LUMO energy is -0.2 eV. Its HOMO energy is -8.2 eV. Its energy is -33480.496 eV. As for the total charge: 0. The HOMO-LUMO gap is 8.01 eV. The multiplicity is 1. The value obtained for the energy above the lowest of the compared OMol25 structures with the same formula, charge and spin is 148.1 kJ/mol.

***

Entry 2:
Formula: C9H12Cl2N3O3PRhTm
Source: the Open Molecules 2025 dataset
Level of theory: ωB97M-V with the def2-TZVPD basis set

Geometry (Å):
Rh -0.24 -0.77 -7.95
Tm -0.20 -0.89 -0.79
Cl -0.86 1.13 -6.74
Cl 1.44 -1.46 -2.51
C -1.19 -2.93 0.07
C -0.71 0.12 -9.48
C 0.22 -2.27 -8.84
O -1.47 -3.90 0.66
O -1.03 0.76 -10.41
O 0.51 -3.22 -9.44
C 1.43 0.57 3.64
N 0.70 1.81 3.32
C -0.76 1.67 3.47
N -1.33 0.49 2.75
C -0.61 -0.71 3.24
N 0.86 -0.67 2.99
C 1.12 -0.68 1.47
P 0.57 0.96 0.85
C 1.03 2.30 1.99
C -1.21 0.58 1.23
H 1.34 0.41 4.74
H 2.47 0.69 3.33
H -1.22 2.61 3.12
H -0.96 1.51 4.55
H -1.03 -1.62 2.77
H -0.76 -0.76 4.34
H 2.20 -0.82 1.27
H 0.58 -1.61 1.07
H 0.46 3.22 1.77
H 2.10 2.55 1.89
H -1.58 -0.43 0.83
H -1.87 1.37 0.83

The LUMO energy (spin up / spin down) is -14.8 / -16.9 eV. Its HOMO energy (spin up / spin down) is -18.7 / -21.6 eV. Its energy is -86961.503 eV. As for the total charge: +4. The HOMO-LUMO gap (spin up / spin down) is 3.88 / 4.65 eV. The multiplicity is 7. The value obtained for the energy above the lowest of the compared OMol25 structures with the same formula, charge and spin is 115.7 kJ/mol. As for the expectation value of S²: 12.023.

***

Entry 3:
Formula: C51H34ClErN3PS3
Source: the Open Molecules 2025 dataset
Level of theory: ωB97M-V with the def2-TZVPD basis set

Geometry (Å):
Er -0.02 0.69 -0.11
S 1.99 0.58 4.31
C 0.24 0.64 4.65
C -0.37 0.57 5.93
C -1.79 0.56 5.96
C -2.54 0.66 4.78
C -1.91 0.73 3.51
C -0.54 0.69 3.43
N 0.27 0.70 2.27
C 1.60 0.76 2.62
C 2.65 0.76 1.62
C 4.03 0.94 1.96
C 5.06 0.79 1.01
C 4.70 0.39 -0.26
C 3.34 0.29 -0.62
C 2.35 0.50 0.29
H 0.21 0.56 6.83
H -2.28 0.50 6.90
H -3.63 0.57 4.83
H -2.54 0.86 2.60
H 4.23 1.15 3.03
H 6.11 0.89 1.29
H 5.49 0.13 -0.98
H 3.11 -0.03 -1.67
S -0.20 -0.39 -7.29
C 0.07 -2.07 -7.42
C 0.68 -2.63 -6.30
C 0.89 -1.65 -5.30
C 0.42 -0.38 -5.63
C 0.27 0.67 -4.62
C 0.27 0.29 -3.24
N -0.11 1.12 -2.27
C -0.22 2.47 -2.59
C -0.10 2.93 -3.93
C -0.36 4.35 -4.12
C -0.48 5.25 -3.12
C -0.38 4.86 -1.75
C -0.33 5.75 -0.68
C -0.28 5.22 0.64
C -0.22 3.85 0.84
N -0.27 2.94 -0.15
C -0.34 3.43 -1.47
C -0.19 6.16 1.75
C -0.36 5.76 3.09
C -0.14 6.81 4.01
C 0.13 8.00 3.42
S 0.21 7.87 1.72
C 0.12 2.06 -4.99
H -0.14 -2.65 -8.32
H 1.08 -3.69 -6.28
H 1.42 -1.88 -4.38
H 0.48 -0.76 -2.98
H -0.41 4.76 -5.11
H -0.65 6.31 -3.32
H -0.47 6.82 -0.80
H -0.02 3.45 1.84
H -0.61 4.75 3.40
H -0.17 6.70 5.09
H 0.24 8.99 3.90
H 0.25 2.33 -6.02
Cl -2.63 0.19 -0.46
C -3.19 -1.50 -0.10
C -4.55 -1.78 -0.18
C -5.02 -3.09 0.14
C -4.08 -4.10 0.43
C -2.71 -3.83 0.45
C -2.26 -2.49 0.24
P -0.51 -2.21 0.28
C 0.07 -3.26 1.65
C -0.35 -2.95 2.98
C 0.08 -3.70 4.06
C 0.88 -4.88 3.87
C 1.28 -5.16 2.57
C 0.89 -4.37 1.51
C 0.01 -3.09 -1.20
C 1.36 -3.03 -1.46
C 1.93 -3.86 -2.47
C 1.12 -4.74 -3.15
C -0.29 -4.68 -3.00
C -0.87 -3.82 -2.05
H -5.24 -0.99 -0.44
H -6.05 -3.27 0.09
H -4.45 -5.12 0.62
H -1.98 -4.62 0.63
H -1.02 -2.06 3.18
H -0.19 -3.40 5.08
H 1.20 -5.48 4.71
H 1.96 -5.97 2.41
H 1.13 -4.67 0.51
H 1.96 -2.39 -0.80
H 3.02 -3.89 -2.56
H 1.58 -5.45 -3.87
H -0.99 -5.31 -3.57
H -1.93 -3.76 -1.92

The LUMO energy (spin up / spin down) is -6.1 / -6.1 eV. Its HOMO energy (spin up / spin down) is -12.4 / -12.4 eV. Its energy is -139836.715 eV. As for the total charge: +2. The HOMO-LUMO gap (spin up / spin down) is 6.33 / 6.34 eV. The multiplicity is 4. The value obtained for the energy above the lowest of the compared OMol25 structures with the same formula, charge and spin is 0.0 kJ/mol. As for the expectation value of S²: 3.752.

***

Entry 4:
Formula: BrH8O4
Source: the Open Molecules 2025 dataset
Level of theory: ωB97M-V with the def2-TZVPD basis set

Geometry (Å):
Br 23.72 -12.72 44.03
O 26.45 -12.42 42.01
H 26.01 -12.77 41.24
H 25.82 -12.52 42.72
O 21.24 -13.06 41.91
H 20.79 -12.23 42.08
H 22.03 -13.02 42.45
O 22.05 -9.70 43.56
H 22.71 -10.35 43.81
H 21.24 -10.20 43.48
O 23.53 -11.99 47.46
H 22.70 -11.94 47.94
H 23.27 -12.18 46.56

The LUMO energy is 3.7 eV. Its HOMO energy is -5.2 eV. Its energy is -78365.855 eV. As for the total charge: -1. The HOMO-LUMO gap is 8.92 eV. The multiplicity is 1. The value obtained for the energy above the lowest of the compared OMol25 structures with the same formula, charge and spin is 11.8 kJ/mol.

***

Entry 5:
Formula: C41H44BrF10GeN3P2Sc
Source: the Open Molecules 2025 dataset
Level of theory: ωB97M-V with the def2-TZVPD basis set

Geometry (Å):
Sc -0.42 -0.35 0.16
C 1.20 -1.43 3.14
N -0.10 -1.45 2.48
C -1.08 -0.83 3.36
C -0.93 0.68 3.44
N -0.59 1.21 2.13
C -0.70 2.54 2.00
C -1.02 3.55 2.94
F -1.24 3.27 4.25
C -1.12 4.89 2.60
F -1.45 5.77 3.56
C -0.89 5.35 1.32
F -1.01 6.65 1.01
C -0.54 4.41 0.37
F -0.29 4.79 -0.89
C -0.46 3.09 0.72
F -0.12 2.21 -0.25
C -0.50 -2.83 2.20
C 0.57 -3.62 1.46
N 1.26 -2.76 0.52
C 2.16 -3.34 -0.29
C 2.58 -4.70 -0.40
F 2.06 -5.67 0.39
C 3.53 -5.14 -1.31
F 3.85 -6.44 -1.32
C 4.16 -4.29 -2.19
F 5.08 -4.73 -3.07
C 3.79 -2.95 -2.13
F 4.37 -2.07 -2.96
C 2.85 -2.52 -1.22
F 2.59 -1.19 -1.22
H 1.16 -2.04 4.05
H 1.45 -0.41 3.43
H 1.96 -1.82 2.47
H -1.01 -1.26 4.37
H -2.07 -1.09 2.99
H -0.17 0.93 4.19
H -1.87 1.07 3.83
H -1.42 -2.78 1.61
H -0.75 -3.35 3.14
H 0.05 -4.46 0.98
H 1.25 -4.06 2.20
Br -2.66 0.70 -3.02
C -2.94 2.12 -1.79
C -3.18 3.36 -2.30
C -3.67 4.38 -1.44
C -4.02 4.06 -0.17
C -3.82 2.76 0.35
C -4.36 2.37 1.60
C -4.23 1.08 2.01
C -3.39 0.20 1.29
C -2.69 0.54 0.16
C -3.11 1.79 -0.42
H -3.05 3.55 -3.36
H -3.83 5.38 -1.83
H -4.49 4.80 0.48
H -4.91 3.10 2.19
H -4.71 0.74 2.92
H -3.23 -0.78 1.74
C 2.53 1.96 2.20
P 2.41 0.69 0.87
C 3.80 -0.41 1.38
C 3.25 1.60 -0.51
C 4.44 2.28 -0.24
C 5.18 2.89 -1.24
C 4.73 2.83 -2.55
C 3.54 2.18 -2.83
C 2.77 1.58 -1.82
P 1.15 0.83 -2.30
C 1.64 -0.20 -3.74
C 0.44 2.26 -3.20
H 2.20 2.93 1.83
H 3.55 2.05 2.57
H 1.87 1.68 3.02
H 4.76 0.06 1.16
H 3.74 -1.37 0.88
H 3.73 -0.57 2.45
H 4.82 2.31 0.77
H 6.10 3.41 -1.00
H 5.30 3.28 -3.35
H 3.20 2.14 -3.86
H 1.80 0.43 -4.62
H 0.84 -0.91 -3.96
H 2.55 -0.76 -3.52
H 1.22 2.81 -3.73
H -0.08 2.94 -2.53
H -0.28 1.89 -3.93
C -4.10 -2.44 -2.27
Ge -2.63 -3.14 -1.18
C -2.12 -4.89 -1.93
C -3.48 -3.58 0.54
C -1.07 -1.97 -1.24
H -4.88 -3.21 -2.34
H -3.77 -2.18 -3.28
H -4.53 -1.55 -1.81
H -2.95 -5.60 -1.87
H -1.27 -5.30 -1.38
H -1.83 -4.78 -2.97
H -4.46 -4.01 0.31
H -3.64 -2.70 1.17
H -2.92 -4.33 1.10
H -1.20 -1.49 -2.21
H -0.21 -2.64 -1.33

The LUMO energy is 2.4 eV. Its HOMO energy is -4.4 eV. Its energy is -240712.757 eV. As for the total charge: -1. The HOMO-LUMO gap is 6.71 eV. The multiplicity is 1. The value obtained for the energy above the lowest of the compared OMol25 structures with the same formula, charge and spin is 0.0 kJ/mol.

***

Entry 6:
Formula: C32H45N4
Source: the Open Molecules 2025 dataset
Level of theory: ωB97M-V with the def2-TZVPD basis set

Geometry (Å):
C -5.78 0.58 1.22
C -5.82 -0.73 1.99
N -4.58 -1.47 1.87
C -4.72 -2.87 2.19
C -3.52 -3.69 1.73
C -2.23 -3.06 2.24
C -2.17 -1.60 1.94
C -3.37 -0.85 1.77
C -3.29 0.55 1.51
C -2.07 1.11 1.19
C -0.85 0.37 1.28
C 0.38 0.99 0.95
C 1.66 0.33 1.00
C 2.83 1.10 1.27
C 4.05 0.52 1.52
C 4.19 -0.90 1.45
N 5.40 -1.49 1.66
C 6.62 -0.70 1.61
C 6.45 0.63 2.33
C 5.21 1.39 1.86
C 5.60 -2.90 1.41
C 4.40 -3.71 1.87
C 3.12 -3.19 1.22
C 3.04 -1.69 1.15
C 1.85 -1.07 0.80
C -0.95 -0.95 1.80
C -4.53 1.38 1.56
H -5.80 0.37 0.14
H -6.68 1.16 1.46
H -6.04 -0.53 3.05
H -6.63 -1.37 1.61
H -4.85 -3.00 3.28
H -5.64 -3.24 1.72
H -3.63 -4.71 2.09
H -3.50 -3.72 0.63
H -2.15 -3.24 3.32
H -1.37 -3.56 1.77
H -2.02 2.16 0.89
H 0.40 2.08 1.07
H 2.73 2.19 1.35
H 7.41 -1.30 2.08
H 6.91 -0.53 0.56
H 6.38 0.44 3.40
H 7.34 1.24 2.16
H 5.46 2.00 0.98
H 4.91 2.09 2.65
H 5.78 -3.07 0.33
H 6.51 -3.20 1.95
H 4.56 -4.76 1.60
H 4.32 -3.65 2.96
H 3.02 -3.60 0.21
H 2.26 -3.58 1.79
H 1.04 -1.68 0.41
H -0.05 -1.48 2.11
H -4.42 2.22 0.85
H -4.65 1.82 2.56
C -2.43 0.11 -4.44
N -2.53 1.55 -4.31
C -3.65 2.09 -5.06
C -1.27 2.24 -4.55
C -0.65 2.84 -3.28
C 0.64 3.61 -3.67
C 1.61 3.38 -2.50
C 1.04 2.18 -1.73
N -0.24 1.88 -2.29
H -1.61 -0.26 -3.82
H -3.38 -0.35 -4.12
H -2.24 -0.20 -5.49
H -3.71 3.17 -4.91
H -3.57 1.89 -6.15
H -4.58 1.63 -4.70
H -0.53 1.54 -4.99
H -1.45 3.08 -5.26
H -1.40 3.54 -2.87
H 1.06 3.17 -4.58
H 0.43 4.66 -3.85
H 2.63 3.19 -2.82
H 1.61 4.26 -1.84
H 1.72 1.31 -1.77
H 0.95 2.42 -0.67
H -0.95 1.45 -1.71

The LUMO energy is -4.2 eV. Its HOMO energy is -9.7 eV. Its energy is -39869.093 eV. As for the total charge: +1. The HOMO-LUMO gap is 5.52 eV. The multiplicity is 1. The value obtained for the energy above the lowest of the compared OMol25 structures with the same formula, charge and spin is 31.4 kJ/mol.

***

Entry 7:
Formula: C40H40N3P2SSc
Source: the Open Molecules 2025 dataset
Level of theory: ωB97M-V with the def2-TZVPD basis set

Geometry (Å):
Sc -0.22 -0.35 -0.30
C -0.19 1.47 -3.03
N -0.71 1.13 -1.70
C -1.81 1.73 -1.31
C -2.40 1.42 -0.08
C -3.52 1.94 0.56
C -3.64 1.26 1.78
C -2.59 0.36 1.84
N -1.81 0.43 0.73
C -1.13 1.12 -4.16
C -1.05 1.83 -5.36
C -1.87 1.51 -6.43
C -2.80 0.49 -6.31
C -2.90 -0.21 -5.11
C -2.07 0.10 -4.05
H 0.76 0.94 -3.15
H 0.05 2.54 -3.07
H -2.28 2.48 -1.96
H -4.17 2.71 0.19
H -4.39 1.41 2.54
H -2.36 -0.34 2.63
H -0.34 2.64 -5.45
H -1.80 2.07 -7.35
H -3.45 0.25 -7.13
H -3.64 -1.00 -5.01
H -2.18 -0.45 -3.12
C 5.99 -4.59 2.93
S 4.51 -5.58 2.68
C 4.29 -5.44 0.88
C 3.21 -4.44 0.48
C 3.54 -3.02 0.92
N 2.45 -2.08 0.60
P 1.23 -1.56 1.66
C 0.83 -2.90 2.77
C -0.22 -3.77 2.45
C -0.49 -4.85 3.27
C 0.27 -5.06 4.41
C 1.31 -4.20 4.74
C 1.59 -3.11 3.92
C 1.92 -0.19 2.62
C 3.21 0.28 2.40
C 3.67 1.38 3.11
C 2.86 2.00 4.04
C 1.57 1.53 4.27
C 1.10 0.44 3.56
P 2.26 -1.20 -0.82
C 3.82 -0.93 -1.63
C 4.48 0.28 -1.42
C 5.72 0.49 -1.99
C 6.31 -0.51 -2.76
C 5.66 -1.72 -2.96
C 4.41 -1.94 -2.40
C 1.17 -2.16 -1.92
C 0.25 -3.08 -1.39
C -0.73 -3.65 -2.19
C -0.80 -3.33 -3.54
C 0.11 -2.42 -4.08
C 1.07 -1.82 -3.28
H 6.24 -4.67 3.98
H 5.84 -3.53 2.69
H 6.82 -4.98 2.35
H 4.02 -6.43 0.52
H 5.25 -5.20 0.44
H 2.26 -4.73 0.92
H 3.08 -4.47 -0.61
H 4.46 -2.66 0.47
H 3.68 -3.00 2.01
H -0.83 -3.59 1.57
H -1.31 -5.52 3.03
H 0.06 -5.91 5.05
H 1.89 -4.37 5.63
H 2.39 -2.43 4.19
H 3.85 -0.21 1.68
H 4.68 1.74 2.94
H 3.22 2.86 4.59
H 0.94 2.01 5.00
H 0.10 0.07 3.76
H 4.01 1.06 -0.83
H 6.24 1.43 -1.84
H 7.28 -0.35 -3.20
H 6.12 -2.49 -3.57
H 3.90 -2.88 -2.57
H 0.37 -3.42 -0.36
H -1.41 -4.38 -1.77
H -1.55 -3.78 -4.17
H 0.05 -2.17 -5.13
H 1.76 -1.12 -3.72

The LUMO energy is -6.4 eV. Its HOMO energy is -12.7 eV. Its energy is -96701.853 eV. As for the total charge: +2. The HOMO-LUMO gap is 6.30 eV. The multiplicity is 1. The value obtained for the energy above the lowest of the compared OMol25 structures with the same formula, charge and spin is 0.0 kJ/mol.